1.
ORCA calculation (wB97M-V/def2-TZVPD) on a molecular structure, C22H35BN10O2P2Re in a non-equilibrium geometry.

Properties
calculated total energy: -63736.69539 eV
gap between HOMO and LUMO (alpha / beta): 6.573 / 4.897 eV
expectation value of S²: 2.042
max |F|: 1.198 eV Å⁻¹

Structure (ORCA input):
```
! wB97M-V def2-TZVPD RIJCOSX def2/J DEFGRID3
* xyz 3 3
Re -0.28330 0.47669 -0.17919
C 3.85869 1.86423 -0.63011
C 2.50473 2.00897 -0.84519
N 1.83436 0.94747 -0.36133
N 2.77205 0.06324 0.10012
C 3.97929 0.62864 -0.02051
B 2.34419 -1.41885 0.39837
N 1.56458 -1.82808 -0.89383
C 1.92833 -2.73337 -1.80840
C 1.22743 -2.49409 -2.98156
C 0.43782 -1.38931 -2.71274
N 0.63878 -1.00304 -1.43749
N 1.38505 -1.30810 1.61819
C 1.49151 -1.82517 2.84404
C 0.64545 -1.13275 3.70532
C 0.03972 -0.18476 2.91364
N 0.48369 -0.28949 1.63975
N 3.40689 -2.42495 0.62441
C 4.71081 -2.57528 0.21076
C 5.08742 -3.84822 0.48837
C 3.94354 -4.43728 1.07218
N 2.91904 -3.60348 1.12458
H 4.64825 2.54891 -0.89477
H 1.99207 2.80024 -1.35281
H 4.86432 0.12918 0.33228
H 2.67535 -3.48259 -1.58020
H 1.30856 -3.02657 -3.91702
H -0.21916 -0.85333 -3.37892
H 2.17084 -2.64187 3.03576
H 0.52080 -1.28891 4.76532
H -0.64837 0.59327 3.19972
H 5.27955 -1.80580 -0.27981
H 6.04587 -4.30272 0.30133
H 3.83192 -5.44772 1.44095
C -3.11514 -2.54673 -1.73598
C -2.35453 -1.32390 -1.36268
N -1.63698 -1.18714 -0.28989
O -1.41343 -2.18479 0.61614
C -2.33552 -0.14850 -2.22372
C -3.14563 0.06803 -3.44692
N -1.48975 0.77119 -1.81247
O -1.33738 1.89082 -2.38977
H -2.96319 -3.39453 -1.07362
H -2.83489 -2.85005 -2.74763
H -4.18748 -2.32810 -1.75267
H -1.62894 -3.03775 0.20290
H -3.82451 -0.75780 -3.64345
H -2.49203 0.20887 -4.31341
H -3.72179 0.99314 -3.35891
C 0.01857 4.25950 -0.97855
P -0.22816 3.03871 0.33453
C 0.96136 3.39162 1.65255
C -1.81863 3.57439 1.03834
C -2.35259 2.53195 1.99634
P -2.50548 0.98669 1.06523
C -3.17364 -0.24448 2.20228
C -3.86894 1.32192 -0.07504
H -0.28829 5.21369 -0.54060
H -0.60924 4.02920 -1.83366
H 1.04954 4.36181 -1.29732
H 0.78592 4.41503 1.98991
H 1.98547 3.30843 1.29595
H 0.83057 2.70719 2.49206
H -2.51096 3.77188 0.21845
H -1.63772 4.52369 1.54360
H -3.34089 2.79575 2.37773
H -1.69731 2.39529 2.85920
H -4.13936 0.14815 2.53031
H -2.54050 -0.40084 3.06990
H -3.32898 -1.20089 1.70827
H -4.66480 1.77516 0.51890
H -4.25314 0.39975 -0.50595
H -3.58174 2.00852 -0.87155
*
```



2.
ORCA calculation (wB97M-V/def2-TZVPD) on 5 unconnected molecules or ions with the total composition C8H26O9 in a non-equilibrium geometry.

Properties
structure (SMILES): OCCO.OCCO.OCCO.OCCO.O
calculated total energy: -27141.52847 eV
gap between HOMO and LUMO: 10.159 eV
max |F|: 3.772 eV Å⁻¹

Structure (ORCA input):
```
! wB97M-V def2-TZVPD RIJCOSX def2/J DEFGRID3
* xyz 0 1
O -0.39469 -0.45003 0.06955
H -0.60372 0.27328 -0.54547
H 0.09625 -0.97743 -0.57913
C -0.00019 1.73980 3.07018
C -1.28388 1.78713 2.30523
O -2.22122 2.59181 3.07249
O 1.00490 1.21459 2.23561
H -0.05610 1.25859 4.02065
H 0.16084 2.78530 3.34108
H -1.68228 0.80557 1.97689
H -1.08593 2.16078 1.30065
H -1.93737 3.46565 3.12201
H 0.51250 0.57639 1.74907
C -0.20107 -2.17665 -3.55401
C 1.08363 -1.53484 -3.09383
O 1.07344 -1.87201 -1.67358
O -0.53787 -1.77244 -4.83315
H -0.97931 -1.73211 -2.90203
H -0.17955 -3.27877 -3.55583
H 1.04403 -0.44523 -3.16709
H 1.94225 -1.85522 -3.71572
H 2.00736 -1.86064 -1.34643
H -0.10449 -2.31476 -5.54420
C 0.50579 -1.75684 3.37917
C 0.35972 -2.97442 4.29410
O 0.74641 -2.74995 5.59763
O 0.48116 -2.17182 2.00790
H 1.42190 -1.18790 3.54565
H -0.31457 -1.06788 3.58252
H 1.02061 -3.70933 3.95838
H -0.61037 -3.48515 4.21114
H 1.68741 -2.61450 5.51724
H 0.21363 -1.42461 1.48034
C -0.73089 3.07580 -3.28619
C -0.01304 1.93114 -2.65297
O -0.31482 1.95713 -1.30760
O -0.37299 3.16124 -4.63641
H -0.67352 4.00003 -2.68139
H -1.79063 2.93454 -3.13694
H 1.09696 1.85452 -2.68827
H -0.46472 1.04744 -3.15084
H 0.28588 2.50832 -0.79341
H -0.19144 2.28349 -4.99299
*
```



3.
ORCA calculation (wB97M-V/def2-TZVPD) on a single C2H5ClN2O3 molecule in a non-equilibrium geometry.

Properties
calculated total energy: -23794.59441 eV
gap between HOMO and LUMO (alpha / beta): 5.971 / 7.899 eV
expectation value of S²: 2.015
max |F|: 8.025 eV Å⁻¹

Structure (ORCA input):
```
! wB97M-V def2-TZVPD RIJCOSX def2/J DEFGRID3
* xyz 0 3
C 1.01196 0.03818 -0.23200
C -1.57177 -0.49891 0.24476
N 2.10007 0.85403 -0.09158
N -0.10526 0.44343 0.34131
O 0.97563 -1.12633 -0.76493
O -2.55388 0.24847 0.74843
O -1.67862 -1.02068 -1.02777
Cl -0.30603 1.88819 1.18660
H -1.45251 -1.27880 1.05543
H 1.85278 1.82192 -0.01590
H 2.78649 0.75298 -0.92174
H -2.67255 0.93988 0.14107
H -0.88106 -1.44469 -1.05863
*
```



4.
ORCA calculation (wB97M-V/def2-TZVPD) on a single C2H3ClIN molecule in a non-equilibrium geometry.

Properties
structure (SMILES): C/N=C(/Cl)I
calculated total energy: -24234.83610 eV
gap between HOMO and LUMO: 9.094 eV
max |F|: 2.283 eV Å⁻¹

Structure (ORCA input):
```
! wB97M-V def2-TZVPD RIJCOSX def2/J DEFGRID3
* xyz 0 1
C 2.32014 -1.24333 -0.06753
C 0.18828 -0.15835 -0.04763
N 1.10205 -1.24402 -0.06216
Cl 3.32596 -2.56381 -0.05637
I 3.60546 0.79136 -0.00050
H -0.78672 -0.55591 -0.32238
H 0.48839 0.63042 -0.74168
H 0.13536 0.26501 0.95628
*
```



5.
ORCA calculation (wB97M-V/def2-TZVPD) on a molecular structure, C44H63F3NO5ReS4Te in a non-equilibrium geometry.

Properties
calculated total energy: -119289.32968 eV
gap between HOMO and LUMO (alpha / beta): 6.030 / 6.084 eV
expectation value of S²: 3.806
max |F|: 2.189 eV Å⁻¹

Structure (ORCA input):
```
! wB97M-V def2-TZVPD RIJCOSX def2/J DEFGRID3
* xyz 1 4
Re 0.34122 0.60913 0.43715
C 3.49899 -6.17835 0.73399
C 3.94780 -5.03368 -0.18864
C 5.47909 -4.91336 -0.15218
C 3.51729 -5.37202 -1.61746
C 3.33246 -3.72700 0.30112
C 2.54237 -2.93149 -0.50176
C 1.95761 -1.78285 0.02474
N 1.08417 -0.93935 -0.62049
C 0.52664 -1.06491 -1.87332
C 0.40290 -2.19935 -2.67205
C -0.19696 -2.11328 -3.91450
C -0.59762 -0.85569 -4.37593
C -0.54443 0.29913 -3.60417
C -0.05764 0.16180 -2.29720
O -0.10951 1.11530 -1.34312
C -1.07566 1.63357 -4.12771
C -2.37170 1.96966 -3.36964
C -1.38630 1.58178 -5.62495
C -0.01761 2.73156 -3.92266
C -0.45758 -3.39251 -4.70388
C -1.42739 -4.26416 -3.88540
C -1.09541 -3.12559 -6.06870
C 0.85347 -4.16126 -4.92416
C 2.26731 -1.31520 1.33642
O 1.70955 -0.13375 1.65405
C 3.12280 -2.08838 2.14407
C 3.57409 -3.29045 1.60381
C 3.61503 -1.75610 3.56177
C 3.35174 -0.31373 3.98779
C 5.13511 -1.98011 3.64334
C 2.89925 -2.69546 4.54492
H 3.86472 -7.13169 0.34961
H 2.40978 -6.22339 0.78774
H 3.88584 -6.05340 1.74572
H 5.94043 -5.84394 -0.48739
H 5.83541 -4.70458 0.85720
H 5.81555 -4.10611 -0.80504
H 3.96035 -6.32180 -1.91753
H 3.84869 -4.61139 -2.32713
H 2.43174 -5.47648 -1.68616
H 2.38773 -3.17811 -1.53841
H 0.69726 -3.16083 -2.28030
H -1.00333 -0.77637 -5.37193
H -3.15466 1.25580 -3.63401
H -2.71772 2.97311 -3.62740
H -2.22399 1.92879 -2.29226
H -2.21093 0.90388 -5.85031
H -0.50842 1.27973 -6.19868
H -1.68044 2.57843 -5.95683
H 0.30185 2.79082 -2.88753
H -0.42759 3.69909 -4.22105
H 0.85773 2.52507 -4.54160
H -2.34850 -3.71714 -3.67504
H -0.98735 -4.56644 -2.93399
H -1.68080 -5.16659 -4.44449
H -2.06373 -2.63206 -5.96940
H -1.26080 -4.07633 -6.57614
H -0.44830 -2.51776 -6.70378
H 1.32691 -4.42864 -3.97838
H 1.55813 -3.56241 -5.50370
H 0.65458 -5.08392 -5.47166
H 4.20202 -3.90755 2.23206
H 3.82802 0.39070 3.30355
H 3.75807 -0.15378 4.98941
H 2.28979 -0.10949 4.00657
H 5.64231 -1.44434 2.83939
H 5.40562 -3.03390 3.58254
H 5.50782 -1.59743 4.59468
H 1.81684 -2.56225 4.48164
H 3.22066 -2.48713 5.56779
H 3.12067 -3.74001 4.32175
C -2.76970 3.89333 4.70533
C -1.98594 4.95726 3.93331
S -0.91989 4.46194 2.51710
C 0.74118 4.26313 3.26998
C 0.80918 3.48967 4.57440
S 0.16013 1.79350 4.41170
C -0.36817 1.41830 6.11338
C -1.80467 1.80772 6.42006
S -2.11719 3.60234 6.39191
H -2.81200 2.94611 4.17256
H -3.78918 4.24592 4.85053
H -1.34076 5.53421 4.59658
H -2.67212 5.65302 3.45121
H 1.10850 5.27656 3.43435
H 1.33064 3.79398 2.47937
H 0.23560 3.98145 5.35402
H 1.85555 3.41308 4.87506
H 0.33953 1.89021 6.79394
H -0.26951 0.33418 6.19603
H -2.05488 1.49194 7.43359
H -2.50352 1.33684 5.72968
F -2.98122 -3.18440 1.42538
C -2.67483 -2.22972 0.56642
F -1.57229 -2.57598 -0.10375
F -3.67251 -2.06965 -0.29242
S -2.33198 -0.61749 1.40774
O -2.34466 0.30106 0.24342
O -3.37196 -0.36514 2.35137
O -0.98858 -0.72809 1.97535
C -4.56589 6.19489 -2.47150
C -3.86214 5.16923 -1.63069
C -4.57295 4.22818 -0.89836
C -3.94103 3.33117 -0.04807
C -4.77469 2.31385 0.68511
C -2.54064 3.38033 0.06583
Te -1.62721 2.14242 1.56929
C -1.79363 4.28856 -0.70608
C -0.29070 4.38897 -0.67839
C -2.47743 5.16173 -1.54155
H -5.56176 5.86187 -2.75807
H -3.99391 6.42714 -3.36892
H -4.67352 7.11908 -1.89957
H -5.65269 4.19257 -0.98686
H -5.82226 2.60708 0.70400
H -4.43580 2.16730 1.71099
H -4.70435 1.34586 0.18641
H 0.17509 3.45228 -0.37935
H 0.03202 5.17249 0.01064
H 0.08044 4.65380 -1.66661
H -1.90469 5.86186 -2.14061
*
```



6.
ORCA calculation (wB97M-V/def2-TZVPD) on a single C4H7NO molecule.

Properties
structure (SMILES): CCOC=C=N
calculated total energy: -7796.80907 eV
gap between HOMO and LUMO: 9.299 eV
max |F|: 0.780 eV Å⁻¹

Structure (ORCA input):
```
! wB97M-V def2-TZVPD RIJCOSX def2/J DEFGRID3
* xyz 0 1
C 0.90098 1.52107 1.21394
C 0.46825 0.48846 0.19877
O -0.65785 -0.17610 0.75055
C -1.32709 -0.98461 -0.11614
C -0.97023 -1.24436 -1.35018
N -0.58113 -1.67622 -2.44481
H 1.10836 1.03686 2.17264
H 1.80111 2.04365 0.87871
H 0.09970 2.25096 1.36088
H 1.27247 -0.23251 -0.01814
H 0.18209 0.95741 -0.75550
H -2.21320 -1.45413 0.29035
H -0.08345 -2.53049 -2.18108
*
```